ORCA calculation (ωB97M-V/def2-TZVPD) on an isolated molecule of C2H5NS3 at a distorted geometry.

Cartesian coordinates (Å):
S 2.476 -1.193 -0.186
S 1.301 1.822 0.032
S -2.083 -0.686 -0.024
N 0.837 -0.726 0.000
C -1.106 0.730 -0.427
C 0.386 0.491 -0.159
H -1.319 1.575 0.206
H -1.102 1.018 -1.456
H 0.200 -1.456 -0.310
H -2.455 -0.516 1.239
H 2.865 -1.058 1.084

Output
- SMILES = S=C(CS)NS
- orbital gap (eV) = 8.775
- ΔE to the lowest compared entry with this formula, charge and spin (kcal/mol) = 7.6
- multiplicity = 1
- highest occupied orbital energy (eV) = -8.31

***

ORCA calculation (ωB97M-V/def2-TZVPD) on a 2-piece molecular cluster, C5H17N2O overall at a distorted geometry.

Cartesian coordinates (Å):
O -2.794 1.141 1.309
N 0.943 -0.787 0.660
N 1.346 1.159 -1.168
C 0.690 -0.887 2.142
C 1.412 -2.103 0.119
C 0.090 0.376 -1.369
C -0.263 -0.254 -0.026
C -1.075 1.229 -1.875
H 1.655 -0.044 0.536
H 2.164 -2.498 0.789
H -0.703 1.934 -2.617
H -1.868 0.621 -2.307
H -2.428 1.804 1.896
H 1.820 -1.855 -0.868
H 1.887 1.158 -2.038
H 0.317 -0.363 -2.138
H -0.969 -1.072 -0.193
H -1.506 1.817 -1.063
H 1.563 -1.343 2.602
H -0.721 0.469 0.641
H -0.216 -1.476 2.269
H -3.696 1.446 1.248
H 1.122 2.148 -1.089
H 0.674 0.137 2.540
H 0.555 -2.757 0.000

Output
- orbital gap (alpha / beta) (eV) = 2.998 / 10.914
- ΔE to the lowest compared entry with this formula, charge and spin (kcal/mol) = 37.8
- multiplicity = 2
- highest occupied orbital energy (alpha / beta) (eV) = -2.22 / -10.24

***

ORCA calculation (ωB97M-V/def2-TZVPD) on C21H26AsF6N5NiSi as an isolated structure.

Cartesian coordinates (Å):
As 0.316 -2.547 2.695
Ni -0.080 -0.040 0.008
Si -3.155 -1.355 -0.635
F -0.541 -3.910 2.110
F 1.778 -3.131 1.973
F -0.026 -1.787 1.033
F 1.139 -1.053 3.043
F 0.653 -3.211 4.215
F -1.160 -1.803 3.195
N -1.959 -0.060 -0.185
N 4.022 4.455 -1.308
N 1.822 0.505 0.188
N 0.370 -0.987 -1.680
N -0.909 0.994 1.430
C 1.184 -0.179 -2.563
C -2.308 -2.629 -1.701
C 0.651 1.860 3.114
C 1.420 1.805 -3.884
C 3.308 0.363 -3.520
C 3.474 2.147 -0.287
C 4.098 0.077 0.725
C -1.855 2.000 3.317
C 3.780 3.433 -0.844
C -3.787 -2.181 0.906
C 2.519 -0.491 -2.762
C 0.624 0.961 -3.122
C -2.136 0.653 0.980
C -3.122 1.699 2.851
C 2.161 1.708 -0.281
C 4.465 1.315 0.233
C -4.467 -0.453 -1.601
C -0.724 1.607 2.596
C 2.767 -0.304 0.680
C -3.289 0.989 1.671
C 2.763 1.513 -4.074
H 3.383 2.178 -4.661
H -3.030 -3.440 -1.833
H -2.990 -2.319 1.641
H -5.170 -1.173 -2.027
H 2.942 -1.390 -2.328
H 0.834 1.206 3.968
H 0.842 -1.854 -1.427
H 2.447 -1.270 1.047
H -1.439 -3.075 -1.212
H -4.035 0.120 -2.423
H -1.724 2.545 4.241
H -4.163 -3.173 0.644
H -5.041 0.233 -0.977
H -4.265 0.706 1.306
H -0.505 -1.246 -2.126
H 5.496 1.641 0.243
H 1.408 1.648 2.368
H 0.989 2.693 -4.325
H -2.054 -2.295 -2.711
H 4.350 0.123 -3.683
H 1.372 2.334 -0.675
H -3.989 2.005 3.422
H -0.425 1.187 -2.960
H -4.604 -1.639 1.382
H 0.746 2.893 3.448
H 4.828 -0.602 1.141

Output
- charge = +1
- orbital gap (alpha / beta) (eV) = 6.709 / 6.204
- multiplicity = 2
- highest occupied orbital energy (alpha / beta) (eV) = -11.96 / -11.83

***

ORCA calculation (ωB97M-V/def2-TZVPD) on C6H9N as an isolated structure at a distorted geometry.

Cartesian coordinates (Å):
N 0.916 0.131 0.109
C -0.176 0.044 -0.813
C -1.413 0.795 -0.265
C 0.400 -0.884 0.882
C -1.934 -0.500 0.398
C -0.618 -1.170 0.019
C 2.278 0.339 -0.201
H -1.137 1.605 0.421
H -2.300 -0.455 1.430
H 2.741 0.484 0.766
H -2.078 1.203 -1.024
H 2.653 -0.590 -0.621
H 0.045 0.057 -1.881
H 2.550 1.184 -0.844
H -2.584 -1.043 -0.265
H 0.658 -1.200 1.889

Output
- orbital gap (eV) = 8.888
- ΔE to the lowest compared entry with this formula, charge and spin (kcal/mol) = 102.6
- multiplicity = 1
- highest occupied orbital energy (eV) = -7.87

***

ORCA calculation (ωB97M-V/def2-TZVPD) on an isolated molecule of C3H4N2OS at a distorted geometry.

Cartesian coordinates (Å):
S 0.134 1.349 2.906
O -0.186 0.586 0.384
N 0.361 -1.058 1.655
N 0.336 -1.503 0.332
C -0.240 -0.372 -1.860
C 0.137 0.209 1.651
C -0.071 -0.537 -0.405
H -1.245 -0.256 -2.181
H 0.133 -1.287 -2.378
H 0.321 0.471 -2.262
H 0.321 2.399 2.159

Output
- SMILES = Cc1nnc(S)o1
- orbital gap (eV) = 9.923
- ΔE to the lowest compared entry with this formula, charge and spin (kcal/mol) = 32.1
- multiplicity = 1
- highest occupied orbital energy (eV) = -9.35

***

What is the multiplicity in the fourth record? 1